The molecule C5H10O2. Source: OMol25; level of theory: ωB97M-V/def2-TZVPD.

Properties
structure (SMILES)	CO[C@H]1C[C@H]1CO
energy relative to the best compared isomer or geometry (same formula, charge and spin)	242.2	kJ/mol
net charge	0
spin multiplicity	1
DFT total energy	-346.93317	hartree
LUMO level	0.036	Ha
HOMO	-9.990	eV

Element x y z (Å)
1 C 2.076 0.803 0.011
2 O 1.005 0.205 -0.685
3 C 0.412 -0.878 -0.030
4 C -0.253 -0.701 1.303
5 C -1.081 -0.837 0.049
6 C -1.748 0.416 -0.493
7 O -1.547 0.587 -1.876
8 H 2.867 0.076 0.232
9 H 1.733 1.251 0.953
10 H 2.472 1.589 -0.636
11 H 0.906 -1.833 -0.222
12 H -0.206 -1.523 2.010
13 H -0.225 0.286 1.758
14 H -1.610 -1.771 -0.121
15 H -2.830 0.366 -0.338
16 H -1.383 1.289 0.070
17 H -0.588 0.676 -1.985

***

A cluster of 12 separate species, C4H32N2O12 in total. Source: OMol25; level of theory: ωB97M-V/def2-TZVPD.

Properties
structure (SMILES)	CN(C=O)CCN.O.O.O.O.O.O.O.O.O.O.O
energy relative to the best compared isomer or geometry (same formula, charge and spin)	626.6	kJ/mol
net charge	0
spin multiplicity	1
DFT total energy	-1183.86290	hartree
LUMO level	0.000	Ha
HOMO	-8.582	eV

Element x y z (Å)
1 C -1.348 0.307 2.999
2 N -1.359 0.842 1.612
3 C -2.590 1.231 1.089
4 O -3.440 1.512 1.925
5 C -0.100 0.935 0.906
6 C 0.170 -0.202 -0.141
7 N 0.614 0.286 -1.455
8 H -2.234 0.668 3.662
9 H -0.496 0.556 3.546
10 H -1.437 -0.865 3.133
11 H -2.506 1.547 0.149
12 H -0.001 1.878 0.194
13 H 0.705 1.190 1.563
14 H 0.880 -0.921 0.446
15 H -0.700 -0.658 -0.447
16 H 1.243 1.086 -1.506
17 H 0.891 -0.486 -2.141
18 O -3.347 0.957 -2.051
19 H -2.776 0.163 -2.280
20 H -2.805 1.662 -2.408
21 O 0.399 -3.286 -1.004
22 H 0.287 -2.789 -0.313
23 H -0.268 -3.126 -1.642
24 O -1.900 -2.627 -1.556
25 H -2.452 -2.122 -1.045
26 H -2.106 -3.535 -1.232
27 O -4.027 -0.934 0.398
28 H -4.409 -1.663 1.006
29 H -4.832 -0.427 0.216
30 O -0.046 0.399 -4.548
31 H 0.850 0.537 -4.777
32 H -0.060 0.187 -3.581
33 O 1.725 -1.919 -2.893
34 H 1.580 -2.311 -2.065
35 H 1.096 -2.468 -3.385
36 O 1.314 -1.536 3.740
37 H 1.084 -1.450 2.751
38 H 2.169 -1.060 3.795
39 O 3.989 0.020 -0.798
40 H 3.166 0.275 -1.181
41 H 4.468 -0.604 -1.390
42 O -0.713 4.024 0.255
43 H -1.192 4.149 -0.556
44 H -1.121 4.456 0.979
45 O 3.426 1.913 1.042
46 H 4.101 2.405 0.575
47 H 3.273 1.230 0.395
48 O 3.461 0.078 2.981
49 H 3.452 0.957 2.582
50 H 3.923 -0.460 2.457

***

The ion C9H13N2O2S with charge +1. Source: OMol25; level of theory: ωB97M-V/def2-TZVPD.

Properties
structure (SMILES)	C#CC(/[NH+]=C\C=N/S(C)(=O)=O)=C(C)C
energy relative to the best compared isomer or geometry (same formula, charge and spin)	563.3	kJ/mol
net charge	+1
spin multiplicity	1
DFT total energy	-1008.47103	hartree
LUMO level (spin up / spin down)	-0.184 / -0.184	Ha
HOMO (spin up / spin down)	-12.596 / -12.596	eV

Element x y z (Å)
1 C 0.193 -0.935 -2.897
2 C 0.063 -0.112 -2.003
3 C -0.179 0.804 -0.890
4 N 1.005 1.402 -0.442
5 C 2.150 0.856 -0.419
6 C 2.341 -0.633 -0.513
7 N 1.883 -1.468 0.273
8 S 0.515 -1.267 1.390
9 C 0.926 -2.400 2.507
10 O 0.423 0.083 1.858
11 O -0.584 -1.646 0.478
12 C -1.452 1.218 -0.586
13 C -2.595 0.591 -1.270
14 C -1.598 2.089 0.595
15 H 0.407 -1.528 -3.676
16 H 0.824 2.306 0.040
17 H 2.883 1.490 -0.004
18 H 3.093 -1.093 -1.222
19 H 1.102 -3.391 1.984
20 H 1.872 -2.200 2.999
21 H 0.290 -2.505 3.304
22 H -2.518 -0.464 -1.305
23 H -2.584 0.905 -2.265
24 H -3.476 0.808 -0.798
25 H -1.337 1.510 1.539
26 H -0.919 3.044 0.674
27 H -2.727 2.537 0.650

***

The ion C5H4N with charge +1. Source: OMol25; level of theory: ωB97M-V/def2-TZVPD.

Properties
structure (SMILES)	C#CC1=[N+]=C1C
energy relative to the best compared isomer or geometry (same formula, charge and spin)	260.7	kJ/mol
net charge	+1
spin multiplicity	1
DFT total energy	-247.16262	hartree
LUMO level	-0.282	Ha
HOMO	-15.293	eV

Element x y z (Å)
1 C -3.194 0.414 0.092
2 C -1.976 0.168 0.028
3 C -0.702 0.188 -0.104
4 N 0.128 -0.693 -1.415
5 C 0.712 -0.162 -0.402
6 C 2.076 -0.164 0.235
7 H -4.248 0.461 0.354
8 H 2.731 -1.069 0.115
9 H 1.966 0.165 1.325
10 H 2.508 0.693 -0.227

***

A structure of composition H8O4Rb. Source: OMol25; level of theory: ωB97M-V/def2-TZVPD.

Properties
energy relative to the best compared isomer or geometry (same formula, charge and spin)	25.7	kJ/mol
net charge	+1
spin multiplicity	1
DFT total energy	-329.67568	hartree
LUMO level	-0.126	Ha
HOMO	-15.158	eV

Element x y z (Å)
1 Rb 0.611 -0.305 -0.355
2 O -0.084 0.517 2.436
3 H -0.541 1.019 1.736
4 H 0.396 1.173 2.954
5 O 3.284 -1.561 -0.744
6 H 3.500 -2.498 -0.829
7 H 4.138 -1.119 -0.664
8 O -1.466 1.669 0.187
9 H -1.247 2.309 -0.505
10 H -2.357 1.919 0.471
11 O -1.873 -0.735 -1.691
12 H -2.403 -0.788 -0.885
13 H -1.959 -1.602 -2.110

***

A structure of composition C21H43AlO16. Source: OMol25; level of theory: ωB97M-V/def2-TZVPD.

Properties
energy relative to the best compared isomer or geometry (same formula, charge and spin)	395.0	kJ/mol
net charge	+2
spin multiplicity	1
DFT total energy	-2271.29651	hartree
LUMO level	-0.473	Ha
HOMO	-15.069	eV

Element x y z (Å)
1 Al -21.291 31.690 14.469
2 C -23.643 28.892 16.745
3 O -22.995 30.025 16.208
4 H -22.881 28.113 16.719
5 H -23.901 28.963 17.802
6 H -24.537 28.521 16.244
7 C -32.987 30.458 16.466
8 C -31.631 30.118 15.858
9 O -30.942 29.125 16.703
10 C -29.876 28.559 16.153
11 O -29.495 28.707 14.982
12 O -29.215 28.014 17.120
13 C -27.885 27.625 16.998
14 H -33.619 30.904 15.698
15 H -32.989 30.978 17.424
16 H -33.530 29.534 16.662
17 H -31.108 31.072 15.925
18 H -31.828 29.716 14.864
19 H -27.055 28.283 17.252
20 H -27.476 27.419 16.009
21 H -27.749 26.816 17.715
22 C -19.793 27.444 16.120
23 C -19.416 28.805 16.678
24 O -18.294 29.290 15.844
25 C -17.952 30.565 15.917
26 O -18.666 31.418 16.467
27 O -16.762 30.843 15.347
28 C -16.420 32.253 15.037
29 H -20.048 27.499 15.061
30 H -20.714 27.086 16.579
31 H -19.037 26.694 16.352
32 H -19.130 28.841 17.729
33 H -20.217 29.544 16.667
34 H -15.364 32.281 14.769
35 H -16.546 32.881 15.919
36 H -16.945 32.677 14.181
37 C -30.950 31.342 19.850
38 C -29.905 30.251 20.071
39 O -28.645 30.766 20.302
40 C -27.818 31.211 19.349
41 O -27.976 31.119 18.162
42 O -26.676 31.649 20.074
43 C -25.403 31.803 19.508
44 H -30.730 31.974 18.989
45 H -31.001 32.097 20.634
46 H -31.905 30.867 19.627
47 H -29.919 29.513 19.269
48 H -30.226 29.725 20.969
49 H -25.366 32.313 18.545
50 H -25.049 30.775 19.423
51 H -24.600 32.256 20.089
52 C -22.322 26.582 12.793
53 C -23.332 27.445 13.519
54 O -24.150 28.110 12.633
55 C -23.915 29.354 12.267
56 O -22.910 29.984 12.463
57 O -24.789 29.720 11.466
58 C -24.540 30.834 10.556
59 H -21.639 27.283 12.314
60 H -22.708 25.823 12.113
61 H -21.580 26.113 13.440
62 H -22.898 28.148 14.229
63 H -23.989 26.834 14.138
64 H -25.160 30.642 9.680
65 H -23.488 30.915 10.286
66 H -24.774 31.887 10.712
67 C -22.688 27.028 19.856
68 C -24.180 27.045 20.037
69 O -24.702 26.085 20.881
70 C -25.914 25.583 20.580
71 O -26.636 25.974 19.626
72 O -26.103 24.475 21.433
73 C -27.225 23.635 21.099
74 H -22.397 26.278 19.121
75 H -22.170 26.833 20.795
76 H -22.298 27.952 19.432
77 H -24.525 26.809 19.030
78 H -24.556 28.038 20.282
79 H -27.021 22.761 20.480
80 H -28.107 24.145 20.712
81 H -27.535 23.049 21.964

***

The molecule C2H3NOS2. Source: OMol25; level of theory: ωB97M-V/def2-TZVPD.

Properties
structure (SMILES)	ONC(=S)C=S
energy relative to the best compared isomer or geometry (same formula, charge and spin)	447.3	kJ/mol
net charge	0
spin multiplicity	1
DFT total energy	-1004.21718	hartree
LUMO level	-0.035	Ha
HOMO	-8.557	eV

Element x y z (Å)
1 O 0.987 1.193 -0.523
2 N -0.461 0.964 -0.059
3 C -0.721 -0.336 -0.222
4 S -2.238 -0.989 -0.478
5 C 0.332 -1.252 0.436
6 S 1.730 -1.360 -0.522
7 H 1.322 1.649 0.247
8 H -1.232 1.803 -0.238
9 H 0.282 -1.672 1.358

***

Question: What is the energy relative to the best compared isomer or geometry (same formula, charge and spin) in the fourth record?
Answer: 260.7 kJ/mol

***

Question: What is the net charge in the sixth record?
Answer: +2